The following is a quantum chemistry calculation of a molecular structure, C37H48N5O5SScSi at a distorted geometry, from the OMol25 dataset.

The geometry in XYZ format:
```
98
Properties=species:S:1:pos:R:3:lowdin_charge:R:1
Sc -0.4142 0.3395 0.4086 0.97
C 0.9721 -1.2396 -2.8907 -0.16
C -0.5515 -1.1256 -2.9195 -0.20
N -0.9892 0.0900 -2.2251 -0.09
C -0.8061 1.2945 -3.0335 -0.19
C -0.6548 2.4970 -2.1169 -0.20
N 0.3983 2.2236 -1.1350 -0.10
C 1.7330 2.6124 -1.6169 -0.20
C 2.8679 1.8295 -0.9714 -0.16
C 2.7827 1.7552 0.5530 -0.19
N 1.9486 0.6205 0.9714 -0.10
C 2.6922 -0.6523 0.9514 -0.17
C 1.7489 -1.8314 0.7553 -0.19
N 0.8817 -1.5742 -0.4026 -0.09
C 1.5223 -1.9614 -1.6684 -0.19
H 1.3945 -0.2335 -2.9305 0.09
H 1.3270 -1.7647 -3.7799 0.12
H -1.0170 -1.9777 -2.4198 0.13
H -0.9091 -1.1306 -3.9586 0.12
H -1.9761 -0.0215 -2.0063 0.11
H -1.6307 1.4478 -3.7416 0.13
H 0.1024 1.1763 -3.6291 0.11
H -1.5871 2.6508 -1.5704 0.09
H -0.4470 3.4031 -2.7013 0.13
H 0.2049 2.7858 -0.3032 0.06
H 1.8866 3.6866 -1.4470 0.13
H 1.7709 2.4590 -2.6996 0.11
H 3.8111 2.2927 -1.2706 0.12
H 2.8739 0.8105 -1.3663 0.09
H 2.3423 2.6666 0.9633 0.12
H 3.7883 1.6609 0.9834 0.12
H 1.6493 0.7850 1.9347 0.08
H 3.2707 -0.7821 1.8739 0.13
H 3.4100 -0.6099 0.1283 0.11
H 1.1055 -1.9338 1.6279 0.08
H 2.3147 -2.7670 0.6539 0.13
H 0.0340 -2.1300 -0.2968 0.11
H 1.4313 -3.0469 -1.8009 0.13
H 2.5907 -1.7484 -1.5852 0.11
C -4.9938 7.6390 1.0772 -0.05
C -4.1476 6.4076 1.2337 -0.27
C -4.0322 5.4938 0.1914 -0.03
C -3.2832 4.3373 0.3363 -0.05
C -2.6386 4.0859 1.5374 -0.26
C -2.7459 4.9815 2.5920 -0.04
C -3.4905 6.1375 2.4299 -0.03
S -1.7075 2.5960 1.7841 0.60
O -0.2885 2.8740 1.4974 -0.36
O -2.0012 2.1988 3.1352 -0.27
N -2.1264 1.5826 0.6402 -0.28
C -3.3193 0.7495 0.8738 -0.14
C -3.1302 -0.6210 0.2059 -0.62
O -4.0891 -1.2327 -0.2160 0.07
O -1.8883 -1.0099 0.1199 -0.15
H -4.8018 8.1309 0.1240 0.08
H -4.8043 8.3534 1.8760 0.07
H -6.0535 7.3800 1.1047 0.09
H -4.5421 5.6863 -0.7443 0.12
H -3.2111 3.6222 -0.4690 0.09
H -2.2598 4.7628 3.5306 0.12
H -3.5718 6.8380 3.2513 0.11
H -4.2280 1.2119 0.4750 0.12
H -3.4678 0.5759 1.9437 0.09
O -0.3435 -0.1750 2.3182 -0.35
Si -0.1657 -0.6607 3.8500 0.53
C -1.6811 -0.8170 4.9578 -0.21
C -1.4394 -1.3447 6.2312 -0.10
C -2.4590 -1.5160 7.1523 -0.09
C -3.7592 -1.1688 6.8160 -0.10
C -4.0225 -0.6483 5.5598 -0.08
C -2.9912 -0.4710 4.6479 -0.08
C 0.5838 -2.4044 3.8952 -0.23
C -0.2545 -3.5185 3.8146 -0.08
C 0.2536 -4.8081 3.7727 -0.08
C 1.6242 -5.0164 3.8174 -0.09
C 2.4797 -3.9281 3.8964 -0.09
C 1.9599 -2.6423 3.9293 -0.12
C 1.0562 0.5088 4.6983 -0.20
C 1.8722 0.1278 5.7672 -0.10
C 2.7352 1.0252 6.3777 -0.09
C 2.8036 2.3368 5.9321 -0.10
C 1.9952 2.7437 4.8820 -0.08
C 1.1299 1.8400 4.2799 -0.09
H -0.4354 -1.6420 6.5107 0.10
H -2.2402 -1.9249 8.1300 0.10
H -4.5607 -1.3042 7.5302 0.10
H -5.0329 -0.3719 5.2876 0.10
H -3.2148 -0.0384 3.6854 0.07
H -1.3283 -3.3765 3.7888 0.11
H -0.4205 -5.6518 3.7108 0.10
H 2.0232 -6.0222 3.7915 0.10
H 3.5509 -4.0813 3.9344 0.10
H 2.6461 -1.8051 3.9823 0.09
H 1.8418 -0.8910 6.1324 0.09
H 3.3555 0.7006 7.2034 0.10
H 3.4755 3.0393 6.4090 0.10
H 2.0287 3.7691 4.5358 0.10
H 0.4845 2.1849 3.4823 0.06
```

## Properties
ΔE to the lowest compared entry with this formula, charge and spin: 13.5 kcal/mol
energy: -96257.5763 eV
spin multiplicity: 1
orbital gap: 0.32412 Ha
total charge: 0
HOMO: -0.314 Eh

=====

The following is a quantum chemistry calculation of a molecular structure, C55H83AsF6N8O3 at a distorted geometry, from the OMol25 dataset.

The geometry in XYZ format:
```
156
Properties=species:S:1:pos:R:3:lowdin_charge:R:1
C 1.0027 4.0132 -7.4663 -0.01
N 0.2052 3.8069 -8.6833 -0.06
C -1.0940 4.0649 -8.4819 0.00
C -1.9884 3.8617 -9.4831 0.04
C -1.6380 3.4119 -10.7346 -0.12
C -0.2871 3.2158 -10.9257 0.06
C 0.6274 3.3097 -9.8671 0.05
C -2.7180 3.0551 -11.7281 -0.10
C -2.7576 3.4726 -13.0700 0.06
C -3.6941 2.9199 -13.9988 0.05
N -4.5800 2.0033 -13.5697 -0.07
C -4.6345 1.5709 -12.2764 0.05
C -3.6968 2.0691 -11.3278 0.09
C -5.8817 1.7555 -14.2877 0.05
H 0.5094 3.7199 -6.5396 0.08
H 1.2125 5.0807 -7.3990 0.08
H 1.9993 3.5823 -7.5625 0.10
H -1.3199 4.3363 -7.4613 0.15
H -3.0311 3.8327 -9.2031 0.14
H 0.1061 2.9165 -11.8860 0.14
H 1.6774 3.1075 -10.0188 0.15
H -2.1217 4.1795 -13.5822 0.13
H -3.8977 3.1499 -15.0342 0.15
H -5.3335 0.7790 -12.0511 0.16
H -3.8679 1.9085 -10.2736 0.13
H -5.7711 2.1272 -15.3064 0.11
H -6.7447 2.1944 -13.7870 0.12
H -6.0708 0.6930 -14.4407 0.12
C 8.6612 5.9217 -3.2055 0.07
N 7.6895 6.1990 -4.3420 -0.05
C 7.8251 7.2924 -5.0772 0.00
C 7.0602 7.5064 -6.1671 0.02
C 6.0242 6.6439 -6.5287 -0.05
C 5.8886 5.4542 -5.7494 0.06
C 6.6938 5.3251 -4.6239 0.02
C 4.9675 7.1772 -7.5898 -0.07
C 4.1775 6.2910 -8.3606 0.06
C 3.2642 6.7980 -9.3468 0.03
N 3.2030 8.1223 -9.5301 -0.08
C 3.8503 9.0239 -8.7477 0.04
C 4.7490 8.5507 -7.7967 0.05
C 2.2724 8.7258 -10.5634 0.06
H 8.2030 5.4854 -2.3179 0.10
H 9.1286 6.8542 -2.8894 0.11
H 9.5249 5.3585 -3.5591 0.12
H 8.5536 8.0311 -4.7771 0.17
H 7.2001 8.4146 -6.7346 0.14
H 5.0497 4.7933 -5.9101 0.10
H 6.6415 4.4897 -3.9415 0.14
H 4.1765 5.2303 -8.1573 0.12
H 2.6151 6.1904 -9.9598 0.14
H 3.6365 10.0253 -9.0909 0.16
H 5.3444 9.2521 -7.2311 0.13
H 1.6082 9.5245 -10.2331 0.12
H 1.7505 7.9576 -11.1341 0.10
H 2.9631 9.1661 -11.2825 0.12
C 1.6980 10.4114 -1.3587 0.01
N 0.6943 9.6268 -1.9923 -0.11
C 1.0328 8.5323 -2.7289 0.04
C 0.0706 7.8666 -3.5378 0.04
C -1.2805 8.2188 -3.5995 -0.11
C -1.5704 9.2804 -2.7387 0.07
C -0.6192 10.0291 -1.9670 0.09
C -2.3685 7.3168 -4.1924 -0.08
C -2.1541 5.8768 -4.0022 0.09
C -3.1189 4.9937 -4.5857 0.07
N -4.2040 5.4729 -5.2584 -0.10
C -4.4309 6.7981 -5.3688 0.03
C -3.4819 7.7352 -4.9496 0.05
C -5.0459 4.6255 -6.0124 0.02
H 2.3876 9.7037 -0.8985 0.10
H 1.3261 11.0524 -0.5594 0.12
H 2.1439 11.1555 -2.0187 0.13
H 2.0990 8.3618 -2.7486 0.14
H 0.4827 7.0215 -4.0693 0.10
H -2.5920 9.5831 -2.5624 0.14
H -0.8608 10.6536 -1.1197 0.16
H -1.3109 5.5197 -3.4296 0.10
H -3.0595 3.9162 -4.5431 0.14
H -5.2537 7.0874 -6.0057 0.16
H -3.6385 8.7819 -5.1647 0.14
H -4.8035 3.5683 -5.9051 0.11
H -4.9519 4.9733 -7.0412 0.12
H -6.0352 4.6101 -5.5551 0.14
C 2.3961 -4.2039 -0.0914 -0.08
C 3.5050 -3.5754 -0.8952 -0.29
C 3.0423 -2.7402 -2.0353 -0.19
C 4.1595 -1.7293 -2.6271 -0.04
N 3.7387 -1.0175 -3.9693 -0.22
C 2.3270 -0.3998 -3.8372 -0.07
C 1.7171 -0.4260 -5.2440 -0.19
C 2.2899 -1.5365 -5.9747 -0.15
C 3.5785 -1.9057 -5.2284 -0.05
C 4.8215 0.0869 -4.2652 0.03
H 1.9357 -4.9494 -0.7397 0.09
H 1.6478 -3.4614 0.1858 0.08
H 2.7554 -4.6579 0.8321 0.09
H 4.2470 -4.2682 -1.2922 0.12
H 4.0329 -2.9115 -0.2106 0.11
H 2.0917 -2.2822 -1.7618 0.10
H 2.7340 -3.3921 -2.8526 0.11
H 5.0378 -2.3497 -2.8053 0.14
H 4.4095 -0.8505 -2.0327 0.12
H 2.4894 0.5781 -3.3840 0.10
H 1.6294 -1.0367 -3.2933 0.13
H 1.9834 0.4724 -5.8009 0.10
H 0.6363 -0.5197 -5.1386 0.13
H 2.3306 -1.2093 -7.0136 0.13
H 1.7024 -2.4541 -5.9417 0.13
H 4.5518 -1.9029 -5.7191 0.13
H 3.3915 -2.8578 -4.7317 0.12
H 5.7819 -0.3933 -4.4521 0.11
H 4.7629 0.9243 -3.5699 0.08
H 4.5475 0.4236 -5.2650 0.09
C 6.7378 4.1140 4.7418 -0.09
C 6.1483 2.8268 4.1160 -0.20
C 5.8488 3.0450 2.5827 -0.15
C 4.5223 3.8668 2.4247 -0.11
N 4.4224 4.4170 0.9778 -0.23
C 5.4190 5.5517 0.5151 -0.09
C 4.6219 6.6941 -0.0605 -0.16
C 3.3191 6.6099 0.8028 -0.12
C 2.9708 5.0874 0.8667 -0.04
C 4.4158 3.2886 -0.0969 0.03
H 6.7052 4.0397 5.8288 0.09
H 6.1396 4.9706 4.4312 0.05
H 7.7172 4.3790 4.3436 0.08
H 5.1907 2.5262 4.5410 0.11
H 6.8526 2.0332 4.3655 0.11
H 5.7149 2.1704 1.9462 0.10
H 6.5423 3.7599 2.1399 0.10
H 4.4297 4.8151 2.9541 0.12
H 3.6040 3.3768 2.7483 0.13
H 6.2071 5.1488 -0.1210 0.12
H 5.8537 5.8641 1.4646 0.13
H 4.3977 6.6170 -1.1244 0.09
H 5.2956 7.5417 0.0653 0.13
H 2.5561 7.1905 0.2843 0.10
H 3.4930 6.9720 1.8161 0.12
H 2.5441 4.8946 -0.1177 0.10
H 2.4034 4.7262 1.7244 0.13
H 5.4082 2.8393 -0.1350 0.10
H 4.3557 3.9302 -0.9760 0.07
H 3.5177 2.7637 0.2285 0.12
As 2.4059 4.0301 -3.8417 0.94
F 4.1634 3.6214 -4.1448 -0.29
F 2.3853 2.7499 -2.4956 -0.29
F 0.6797 4.3373 -3.5768 -0.26
F 2.4595 5.2400 -5.1808 -0.29
F 1.9588 2.7900 -4.9560 -0.24
F 2.8459 5.2529 -2.5771 -0.29
O -1.6031 1.7714 -5.0652 0.04
C -1.9008 1.3816 -6.3457 -0.93
O -0.9713 1.2240 -7.0579 0.00
O -3.0517 1.4517 -6.7953 -0.04
H -0.6513 1.6529 -5.1054 0.06
```

## Properties
energy: -153526.8032 eV
spin multiplicity: 1
orbital gap: 0.14533 Ha
total charge: +6
HOMO: -0.647 Eh

=====

The following is a quantum chemistry calculation of a molecular structure, C5H6FeLiO4 at a distorted geometry, from the OMol25 dataset.

The geometry in XYZ format:
```
17
Properties=species:S:1:pos:R:3:lowdin_charge:R:1
O -0.9238 -2.4011 2.2906 0.26
C -0.3330 -2.0041 1.2574 -0.64
O 0.8338 -2.3470 0.9516 0.16
O -1.0673 -1.2491 0.4139 0.08
C -0.4431 -0.7173 -0.7518 -0.09
Li 0.7483 -3.3638 2.6438 0.90
H -1.2451 -0.6085 -1.4948 0.14
H 0.2097 -1.4796 -1.1904 0.14
C 1.2704 0.5764 -0.6461 0.05
C -0.0443 0.8647 -0.3763 -0.27
H 1.8058 -0.0507 -1.3611 0.10
H 2.0093 1.2620 -0.2118 0.10
Fe 0.0132 2.4760 -2.2230 1.23
O -0.7986 3.1155 -0.7014 -0.24
C -0.5619 2.1069 0.2081 -0.30
H 0.0923 2.4598 1.0260 0.16
H -1.5656 1.3599 0.1654 0.20
```

## Properties
ΔE to the lowest compared entry with this formula, charge and spin: 73.2 kcal/mol
energy: -48039.9744 eV
expectation value of S²: 8.769
spin multiplicity: 6
orbital gap (alpha / beta): 0.29880 / 0.15254 Ha
total charge: +2
HOMO (alpha / beta): -0.623 / -0.627 Eh

=====

The following is a quantum chemistry calculation of a molecular structure, C20H48N10O2P2 at a distorted geometry, from the OMol25 dataset.

The geometry in XYZ format:
```
82
Properties=species:S:1:pos:R:3:lowdin_charge:R:1
O 7.9087 1.5119 -5.0743 -0.29
P 7.8351 0.0238 -5.0366 0.60
N 6.9390 -0.5887 -6.2429 -0.23
C 6.7419 -2.0297 -6.3105 -0.13
C 6.9003 0.0758 -7.5214 -0.18
N 7.1597 -0.5402 -3.5487 -0.32
C 7.9121 -0.5367 -2.2930 -0.10
C 5.7846 -0.5434 -3.3483 -0.17
N 9.3656 -0.7984 -5.0856 -0.22
C 10.5971 0.0352 -5.1225 -0.10
C 9.5161 -2.2651 -4.8246 -0.15
H 6.5517 -2.4245 -5.3124 0.08
H 7.5958 -2.5031 -6.7951 -0.08
H 5.9364 -2.3239 -6.9833 0.08
H 6.1268 -0.3830 -8.1373 0.07
H 7.8427 0.0216 -8.0665 -0.01
H 6.5263 1.0886 -7.3716 0.11
H 8.4074 0.4202 -2.1285 0.08
H 7.3250 -0.6856 -1.3867 0.08
H 8.6068 -1.3760 -2.3270 0.06
H 5.5678 -0.0017 -2.4276 0.08
H 5.3034 -0.0118 -4.1692 0.08
H 5.3642 -1.5487 -3.3192 0.08
H 10.4991 0.8249 -5.8674 0.03
H 10.8189 0.4978 -4.1608 0.08
H 11.4836 -0.5321 -5.4061 0.07
H 8.7249 -2.7384 -4.2432 0.08
H 10.4259 -2.5011 -4.2727 0.09
H 9.4288 -2.8071 -5.7663 -0.04
O 8.3480 -3.4580 -6.5792 -0.32
P 9.4061 -4.4351 -6.9622 0.73
N 9.4366 -5.7013 -5.7776 -0.32
C 10.2630 -5.5389 -4.6514 -0.12
C 8.2424 -6.5133 -5.5674 -0.09
N 11.0354 -3.8624 -7.2200 -0.26
C 11.3000 -2.4756 -7.4632 -0.19
C 12.0604 -4.8144 -7.7196 -0.08
N 9.0007 -5.1452 -8.4378 -0.26
C 9.3943 -6.5259 -8.7947 -0.12
C 8.4504 -4.3798 -9.5897 -0.08
H 9.9217 -6.2260 -3.8771 0.09
H 10.1212 -4.4903 -4.3897 0.05
H 11.3249 -5.6330 -4.8786 0.08
H 8.4025 -7.3584 -4.8979 0.08
H 7.9748 -6.8145 -6.5802 0.07
H 7.4943 -5.8992 -5.0660 0.09
H 12.3108 -2.1690 -7.1942 0.11
H 11.1698 -2.2887 -8.5291 -0.02
H 10.6168 -1.9066 -6.8327 0.06
H 13.0066 -4.4066 -7.3639 0.08
H 11.9292 -5.8182 -7.3156 0.07
H 12.0720 -4.8186 -8.8096 0.08
H 9.5905 -7.1001 -7.8892 0.06
H 8.7310 -7.0213 -9.5036 0.08
H 10.3584 -6.5614 -9.3020 0.06
H 9.2150 -3.7271 -10.0112 0.07
H 7.5392 -3.8395 -9.3333 0.06
H 8.1633 -5.0101 -10.4314 0.09
C 9.2079 1.7335 -7.3691 -0.10
C 10.2816 2.2293 -8.2437 -0.26
N 11.1400 2.6214 -8.8608 0.15
H 9.0797 0.6715 -7.5788 0.04
H 8.2866 2.2448 -7.6482 0.09
H 9.5191 1.8907 -6.3364 0.05
C 9.1107 -1.5594 -9.2296 -0.09
C 7.6993 -1.8901 -8.9788 -0.26
N 6.5566 -2.0998 -8.8084 0.10
H 9.6375 -2.2239 -8.5447 0.05
H 9.2696 -0.5138 -8.9655 0.04
H 9.2864 -1.8039 -10.2772 0.12
C 10.3975 0.8609 -10.5668 -0.10
C 10.9685 -0.1734 -9.7486 -0.20
N 11.3678 -1.0099 -9.0608 0.11
H 10.0974 0.5298 -11.5610 0.10
H 11.0383 1.7360 -10.6753 0.07
H 9.4403 1.1724 -10.1488 0.02
C 5.8001 -0.5695 -10.7830 -0.04
C 6.8606 0.2362 -10.2393 -0.20
N 7.7061 0.9035 -9.7584 0.16
H 5.5578 -1.4048 -10.1259 0.05
H 6.2464 -1.0181 -11.6705 0.10
H 4.9462 0.0814 -10.9708 0.10
```

## Properties
ΔE to the lowest compared entry with this formula, charge and spin: 305.1 kcal/mol
energy: -59080.7175 eV
spin multiplicity: 1
orbital gap: 0.27841 Ha
total charge: 0
HOMO: -0.264 Eh

=====

The following is a quantum chemistry calculation of C3H6N4 in the gas phase at a distorted geometry, from the OMol25 dataset.

The geometry in XYZ format:
```
13
Properties=species:S:1:pos:R:3:lowdin_charge:R:1
C -0.0609 -1.2608 1.4128 -0.10
C 0.8636 -0.1919 0.8928 -0.20
N 1.0579 0.1667 -0.3582 0.06
N -0.0180 0.7474 -0.8747 -0.25
N -0.0567 1.0736 -2.2212 0.08
C -1.1527 0.8008 -0.0676 -0.26
N -2.2851 0.8726 0.1781 0.18
H 0.4925 -2.1901 1.5565 0.08
H -0.4443 -0.9499 2.3858 0.08
H -0.8977 -1.4514 0.7450 0.06
H 1.7807 -0.1154 1.4725 0.09
H 0.5268 0.4482 -2.7685 0.09
H 0.1938 2.0501 -2.3533 0.09
```

## Properties
ΔE to the lowest compared entry with this formula, charge and spin: 110.2 kcal/mol
energy: -9164.0771 eV
spin multiplicity: 1
orbital gap: 0.30199 Ha
total charge: 0
HOMO: -0.303 Eh
SMILES string: C/C=N\N(N)C#N

=====

The following is a quantum chemistry calculation of 2 unconnected molecules or ions with the total composition C5H10NO at a distorted geometry, from the OMol25 dataset.

The geometry in XYZ format:
```
17
Properties=species:S:1:pos:R:3:lowdin_charge:R:1
C 1.2926 1.7557 1.3791 -0.13
C -0.0987 2.1572 1.4982 -0.10
C 0.2432 0.6913 1.1891 -0.24
C 0.0933 0.2146 -0.1875 -0.16
C -1.1733 -2.6630 -2.3439 0.17
N -0.2990 -0.9505 -0.5291 0.10
O -0.1884 -3.3858 -1.9705 0.15
H 1.8699 2.0846 0.4042 0.16
H 1.8489 1.6972 2.3285 0.12
H -0.5540 2.3832 2.3556 0.08
H -0.4005 2.7522 0.7470 0.07
H 0.0070 0.1273 2.1421 0.17
H 0.2802 1.0808 -0.9056 0.16
H -1.2496 -2.2071 -3.2467 0.10
H -1.9714 -2.8426 -1.6129 0.14
H -0.6863 -1.6752 0.0363 0.06
H 0.5180 -3.2773 -2.6345 0.17
```

## Properties
ΔE to the lowest compared entry with this formula, charge and spin: 115.1 kcal/mol
energy: -8873.5899 eV
spin multiplicity: 1
orbital gap: 0.28119 Ha
total charge: +1
HOMO: -0.499 Eh

=====

Which value of spin multiplicity does entry 3 give?
6